44
Properties=species:S:1:pos:R:3:forces:R:3 method="wB97M-V/def2-TZVPD" lumo_energy_ha="-0.4914 / -0.5921" charge=+4 multiplicity=8
Ru 1.79026 5.52510 -0.79090 1.2 -2.6 2.6
Pr -0.15010 1.95418 -1.64482 1.8 2.7 1.3
Cl 1.80096 4.01100 1.06344 -0.3 1.0 -1.6
Cl 2.14799 2.32805 -2.98344 -1.0 0.3 0.9
C -1.01056 1.11728 -3.50266 -3.0 -3.5 -7.5
C 0.63239 6.74203 0.00972 -4.2 5.5 5.1
C 1.45003 6.09752 -2.57947 -1.1 4.9 -9.1
O -1.40396 0.65765 -4.51334 1.7 2.0 4.4
O 0.01721 7.48943 0.70891 3.8 -4.9 -4.8
O 1.31810 6.60711 -3.65241 0.8 -3.7 7.2
C 1.20266 -3.45496 -2.69560 0.8 -0.6 0.0
C 0.02050 -2.72059 -2.79331 -1.8 1.2 0.0
C -0.26277 -1.69020 -1.90644 -0.8 0.1 -1.0
C 0.63017 -1.37319 -0.87364 -0.2 0.5 0.4
C 1.85714 -2.08055 -0.80973 1.2 -1.4 -0.9
C 2.12226 -3.10997 -1.70857 0.8 0.4 1.1
P 0.36292 0.00799 0.32648 -1.3 -1.5 0.3
C -1.48287 0.05116 0.42247 0.2 -0.5 0.1
C -2.16010 1.28691 0.45548 0.3 -0.4 -0.5
C -3.55233 1.31055 0.23785 0.4 0.7 0.2
C -4.27619 0.11457 0.15316 0.0 0.7 -0.1
C -3.60794 -1.09480 0.26720 -0.2 -0.9 0.3
C -2.22408 -1.14951 0.39435 -0.2 0.7 -0.2
C 0.90795 -0.66700 1.89332 2.6 0.4 -0.1
C 0.03014 -1.29541 2.79218 -0.3 0.2 -0.3
C 0.54585 -1.93979 3.92273 1.6 -0.7 1.3
C 1.92171 -1.93837 4.17434 -1.7 -0.5 0.5
C 2.78393 -1.24974 3.31248 0.9 -0.8 1.4
C 2.29033 -0.60369 2.18153 -2.2 0.9 -1.7
H 1.39705 -4.27001 -3.39132 0.0 0.1 0.1
H -0.68463 -2.98106 -3.58040 0.0 0.1 0.2
H -1.19803 -1.12122 -2.03713 0.5 -0.6 0.2
H 2.62000 -1.83636 -0.07578 -0.2 0.0 -0.1
H 3.04606 -3.68209 -1.66006 -0.1 0.2 0.2
H -1.49402 2.15715 0.65428 -1.1 0.0 0.0
H -4.06153 2.27509 0.12435 0.1 -0.4 0.3
H -5.36404 0.15001 0.01166 0.5 -0.1 0.0
H -4.18123 -2.03416 0.27351 0.3 0.5 -0.1
H -1.73403 -2.10768 0.46752 0.1 -0.2 -0.1
H -1.04417 -1.27215 2.62962 0.1 0.0 0.0
H -0.13401 -2.45111 4.59458 0.1 0.0 0.1
H 2.30146 -2.46375 5.04908 0.0 0.2 -0.2
H 3.84837 -1.24863 3.53882 -0.1 0.1 -0.1
H 2.98114 -0.04675 1.53999 -0.3 -0.2 0.2

=====

93
Properties=species:S:1:pos:R:3:forces:R:3 method="wB97M-V/def2-TZVPD" lumo_energy_ha=-0.1267 charge=+1 multiplicity=1
C -3.48061 1.72549 -2.99944 0.4 0.0 0.2
C -2.24157 1.27515 -3.74929 -0.4 0.1 -0.1
S -1.89105 -0.45637 -3.37116 0.1 -0.6 0.2
C -0.13644 -0.49536 -2.94833 -0.3 0.6 0.1
C 0.20656 -0.35253 -1.46217 0.9 0.6 -0.3
N 0.44545 -1.62590 -0.80369 -0.9 0.2 -0.2
C -0.52629 -2.30201 -0.51384 0.2 -0.2 -0.1
S -1.75733 -3.15711 -0.14526 -0.1 -0.2 0.2
N -0.73665 0.53069 -0.69716 0.3 -0.7 1.2
C -0.02862 1.02839 0.36177 0.1 -0.6 -0.4
N -0.53878 1.74531 1.34308 -0.2 0.2 0.1
S -2.22147 2.13257 1.40410 -0.2 -0.3 0.0
C 0.29323 2.19420 2.44487 0.1 0.1 0.5
O 0.26853 3.59335 2.47838 0.2 0.3 0.0
O 0.68413 4.00926 3.79022 -0.4 -0.5 -0.3
N 1.28465 0.69438 0.26683 0.6 1.4 -1.3
C 1.44539 0.54443 -1.22990 -0.3 -0.5 1.1
C 2.82676 0.04244 -1.61231 0.7 -0.3 -0.4
O 3.27468 -0.97955 -1.22283 -0.1 -0.2 0.1
N 3.62609 0.96018 -2.44400 -0.8 0.2 0.1
C 3.12792 1.18449 -3.74499 0.0 -0.1 -0.4
O 2.58220 2.17197 -4.12814 0.5 -0.5 0.2
F 3.36241 0.13008 -4.53607 -0.3 0.4 0.5
H -3.71551 2.74183 -3.28603 -0.3 0.2 -0.1
H -4.32315 1.07459 -3.19085 -0.2 -0.1 -0.1
H -3.28347 1.69989 -1.93263 -0.1 0.0 0.3
H -1.40464 1.92833 -3.53724 0.3 0.0 0.1
H -2.44168 1.33873 -4.81150 0.2 0.0 -0.3
H 0.35319 0.32054 -3.47021 0.1 0.1 -0.3
H 0.27296 -1.42302 -3.32147 0.2 -0.3 0.0
H -1.59193 0.07301 -0.37859 -0.4 0.4 -0.6
H -2.20381 3.04500 0.41964 0.1 0.1 0.0
H -0.06521 1.77925 3.38274 -0.3 0.0 0.2
H 1.31464 1.85650 2.29822 0.1 -0.3 0.0
H 1.54731 3.58194 3.91943 0.2 0.2 -0.1
H 1.93915 1.39847 0.59369 -0.1 -0.2 0.5
H 1.23753 1.52685 -1.64302 0.1 0.1 -0.5
H 3.55024 1.87437 -2.00464 0.2 0.1 0.0
C -7.59970 4.96091 1.11731 0.0 -0.1 0.0
Cl -6.04215 4.23642 1.57729 -0.1 -0.1 0.0
Cl -8.33780 5.67682 2.54345 0.0 0.0 0.0
Cl -7.32219 6.19839 -0.10333 0.0 0.1 0.0
Cl -8.65495 3.70674 0.46471 0.0 0.0 0.0
C 5.25495 -3.68722 -4.82002 0.1 0.0 -0.1
Cl 4.77957 -4.72508 -3.47004 0.0 0.2 -0.2
Cl 3.80807 -3.03934 -5.61876 0.1 0.1 0.1
Cl 6.22539 -2.34505 -4.21719 0.0 0.1 0.1
Cl 6.20998 -4.63049 -5.96277 0.1 0.2 0.0
C 2.20487 -7.14280 -0.35231 0.0 0.0 0.0
Cl 2.78427 -8.69059 0.27454 0.1 0.0 -0.1
Cl 1.98673 -6.01956 0.98972 -0.2 0.0 0.1
Cl 3.39947 -6.46935 -1.46693 0.0 -0.2 0.1
Cl 0.68156 -7.36138 -1.21293 0.0 0.0 0.0
C -1.81394 -8.90141 2.15038 0.0 0.0 0.0
Cl -2.52184 -7.78816 0.96885 0.0 0.0 -0.1
Cl -1.98771 -8.20952 3.76379 0.0 0.0 0.0
Cl -2.64915 -10.45040 2.06692 0.0 0.0 0.0
Cl -0.10121 -9.12341 1.78950 -0.1 0.0 0.0
C -3.34335 -5.03945 5.78076 0.0 0.0 0.0
Cl -2.75442 -6.54009 6.49716 0.0 0.0 0.1
Cl -3.53088 -3.81849 7.03896 0.0 0.0 0.0
Cl -2.17559 -4.47207 4.57710 0.0 0.0 0.0
Cl -4.89569 -5.33051 4.99776 0.0 0.0 0.0
C 2.68606 -6.40468 -8.00052 0.0 0.0 0.0
Cl 1.34783 -5.26388 -8.20131 0.0 0.0 0.0
Cl 2.09602 -8.05031 -8.22218 0.0 0.0 0.0
Cl 3.93611 -6.05541 -9.19582 0.0 0.0 0.0
Cl 3.36193 -6.22296 -6.38251 -0.2 -0.4 0.0
C 5.15291 -4.70506 2.99634 0.0 -0.1 0.0
Cl 6.60368 -3.85122 3.52068 0.0 0.0 0.0
Cl 4.25337 -5.27094 4.40430 0.0 0.0 0.0
Cl 4.13149 -3.60740 2.05574 0.0 0.2 0.0
Cl 5.60481 -6.08084 1.99050 0.0 0.0 0.0
C -4.20604 7.50558 2.83364 -0.2 -0.1 0.2
Cl -4.41688 6.18810 3.99944 0.0 0.0 0.1
Cl -5.71209 8.40725 2.69675 0.0 0.0 0.0
Cl -2.93049 8.56746 3.41064 0.1 0.1 -0.2
Cl -3.79758 6.81824 1.25816 0.2 0.1 -0.1
C 0.95993 7.57582 4.85254 0.0 0.0 0.0
Cl 0.61684 9.27141 5.19219 0.0 0.0 0.0
Cl 2.17421 6.97431 5.98402 0.0 0.0 0.0
Cl -0.51241 6.62335 5.01488 0.0 0.0 0.0
Cl 1.57594 7.42654 3.19967 0.0 0.0 -0.1
C 1.13383 0.67828 -7.87704 0.0 0.1 -0.1
Cl 1.46533 -0.97204 -7.34181 -0.1 0.0 0.1
Cl 0.70048 1.70305 -6.49702 0.0 -0.1 0.0
Cl 2.58224 1.32146 -8.64368 0.0 0.1 0.0
Cl -0.20351 0.67411 -9.02632 0.0 0.0 0.0
C -0.65262 7.67060 9.41813 0.0 0.0 0.0
Cl 0.83645 8.60920 9.30508 0.0 0.0 0.0
Cl -1.60371 7.88911 7.94568 0.0 0.1 0.1
Cl -0.25886 5.95796 9.60656 0.0 0.0 0.0
Cl -1.58434 8.21815 10.81117 0.0 0.0 0.0

=====

51
Properties=species:S:1:pos:R:3:forces:R:3 method="wB97M-V/def2-TZVPD" lumo_energy_ha="0.0469 / 0.0469" charge=-1 multiplicity=1
W 0.94609 0.55683 -0.77625 0.3 1.2 -0.7
C -1.72496 -4.45317 0.52785 0.0 0.1 0.0
O -0.91548 -3.33063 0.26835 0.1 -0.1 -0.1
C 0.04386 -3.02602 1.18606 -0.1 0.0 0.1
C 0.16683 -3.61803 2.42675 0.0 0.0 0.0
C 1.16571 -3.20993 3.32249 0.0 0.0 0.0
C 2.01961 -2.19450 2.97206 0.0 0.0 0.0
C 1.91881 -1.58612 1.71074 0.1 -0.2 -0.1
C 2.63959 -0.35811 1.46315 0.1 -0.1 0.1
N 2.63474 0.25966 0.32004 -0.4 0.1 0.5
N 2.46241 1.67734 0.27874 0.3 -0.4 -0.1
C 1.26236 1.95823 0.92755 -0.6 -0.1 -0.5
O 0.57469 0.94439 1.34344 0.2 -0.2 0.2
C 0.86083 3.34493 1.20070 0.1 0.0 0.0
C 1.69185 4.41129 0.87999 0.0 0.0 0.1
C 1.29457 5.70352 1.19000 0.0 0.0 0.0
C 0.07423 5.93013 1.80435 0.0 0.0 0.0
C -0.76263 4.86191 2.11128 0.0 0.0 0.0
C -0.37149 3.56945 1.81472 0.0 0.0 0.0
C 0.94285 -2.00917 0.78089 0.2 0.0 0.0
O 0.86542 -1.53079 -0.43449 -0.4 0.2 0.2
H -2.29432 -4.63473 -0.38110 0.0 0.0 0.0
H -2.42084 -4.26544 1.35207 0.0 0.0 0.0
H -1.12207 -5.33638 0.76049 0.0 0.0 0.0
H -0.51763 -4.40048 2.72449 0.0 0.0 0.0
H 1.23573 -3.68152 4.29331 0.0 0.0 0.0
H 2.76577 -1.83372 3.67037 0.0 0.0 0.0
H 3.11853 0.12290 2.31497 0.1 0.0 -0.1
H 2.63316 4.22585 0.38193 0.0 0.0 0.0
H 1.93089 6.53489 0.91725 0.0 0.0 0.0
H -0.23923 6.94287 2.02494 0.0 0.0 0.0
H -1.72156 5.03973 2.58122 0.0 0.0 0.0
H -1.00317 2.72329 2.05111 0.0 0.0 0.0
Te 2.59583 1.03502 -2.97741 -0.4 -0.6 -0.5
Te 4.84239 1.27339 -4.43397 0.0 0.2 0.3
Te 1.05302 5.22542 -2.51552 0.0 0.0 0.1
Te 0.42405 2.67025 -2.66006 0.2 0.1 -0.4
F -4.61845 -2.32521 -1.87922 0.0 0.0 0.0
C -3.85720 -1.26495 -1.51863 0.0 0.1 0.0
F -4.58303 -0.16455 -1.79234 0.0 0.0 0.0
F -3.72110 -1.33044 -0.18960 0.0 0.0 0.0
C -2.54898 -1.27842 -2.24891 0.5 -0.4 -0.7
C -2.31167 -2.18340 -3.26703 0.0 -0.1 0.1
C -1.05691 -2.24597 -3.87345 0.0 0.0 0.0
C -0.05805 -1.39877 -3.44240 0.0 0.1 -0.1
N -0.29339 -0.46745 -2.51741 0.2 -0.4 0.4
C -1.49360 -0.41494 -1.93428 -0.6 0.7 1.0
S -1.52918 0.78129 -0.68375 0.1 -0.3 0.2
H -3.08994 -2.86898 -3.57376 0.0 0.0 0.0
H -0.85593 -2.96357 -4.65504 0.0 0.0 0.0
H 0.94698 -1.41724 -3.84669 0.0 0.0 0.0

=====

45
Properties=species:S:1:pos:R:3:forces:R:3 method="wB97M-V/def2-TZVPD" lumo_energy_ha=-0.0408 smiles="CS(=O)(=O)NC(=O)c1ccc(-c2c3c([nH]c(=O)c2C#N)-c2ccccc2OC3)cc1" charge=0 multiplicity=1
C -2.16778 6.44400 3.60017 0.1 -0.5 -0.1
S -0.43039 5.94914 3.31146 2.2 3.0 0.3
O 0.26019 5.89113 4.60341 -1.4 -0.7 -1.5
O 0.26644 6.78558 2.30952 -2.1 -1.7 1.5
N -0.54519 4.37561 2.76794 0.6 -0.7 0.3
C -1.04610 4.10940 1.51462 -1.0 1.4 -0.5
O -1.83063 4.88937 1.03456 -0.7 0.5 -0.3
C -0.64522 2.94306 0.75329 2.3 -1.9 0.5
C -1.33898 2.47839 -0.33748 -1.0 -0.1 -0.9
C -0.89716 1.38089 -1.07328 0.4 -0.2 0.1
C 0.28285 0.69865 -0.74548 -0.3 0.7 0.2
C 0.79978 -0.45396 -1.52844 0.6 -1.9 0.1
C 0.34207 -1.79966 -1.10579 1.0 0.0 -1.1
C 0.85332 -2.93521 -1.68811 0.0 1.0 0.1
N 1.76838 -2.83905 -2.70590 -0.8 0.2 0.1
C 2.20594 -1.61526 -3.18825 2.2 0.4 -1.4
O 2.99633 -1.59175 -4.13347 -0.9 -0.1 0.7
C 1.81292 -0.37865 -2.48328 -1.9 -0.6 1.2
C 2.44991 0.86648 -2.79264 1.1 1.0 -0.4
N 3.05873 1.83990 -2.98140 -1.1 -1.3 0.3
C 0.45568 -4.25932 -1.23425 -0.4 0.0 0.1
C 0.88935 -5.41800 -1.88408 -1.2 0.1 1.4
C 0.39672 -6.63793 -1.44000 0.5 -1.2 -0.4
C -0.46753 -6.79045 -0.35364 0.1 1.5 0.2
C -0.87818 -5.59194 0.28716 0.1 -0.9 -0.4
C -0.45308 -4.34766 -0.15344 0.2 0.3 -0.3
O -0.94647 -3.23110 0.50292 0.8 -1.2 -0.7
C -0.67868 -1.94276 -0.02854 -0.3 0.8 0.2
C 0.97769 1.12744 0.38280 0.6 0.5 0.1
C 0.53840 2.25564 1.08585 0.0 -0.4 0.3
H -2.63843 6.87678 2.70829 0.4 -0.3 0.2
H -2.15750 7.16540 4.41560 0.3 0.1 -0.1
H -2.72440 5.55754 3.95402 0.4 0.3 -0.3
H 0.20254 3.79024 3.10566 0.1 0.1 0.4
H -2.25888 2.97841 -0.65102 0.3 -0.1 0.2
H -1.46712 1.03155 -1.92055 -0.1 0.1 -0.1
H 1.97036 -3.65984 -3.29685 0.1 1.0 0.6
H 1.56939 -5.37987 -2.70994 0.2 -0.1 -0.2
H 0.74609 -7.51866 -1.97799 -0.2 0.0 0.2
H -0.80806 -7.77946 0.00912 0.3 0.8 -0.4
H -1.56952 -5.61343 1.10676 -0.2 -0.1 0.3
H -0.34468 -1.33188 0.81577 -0.4 0.0 0.0
H -1.61968 -1.54898 -0.43622 -0.1 0.1 0.4
H 1.93271 0.63936 0.64581 -0.7 0.3 0.0
H 1.13786 2.59083 1.93532 -0.1 -0.2 -0.3

=====

Number 1: molar mass 659.2 g/mol, E_tot -2906.82057 a.u.. Number 2: molar mass 2076.5 g/mol, E_tot -22926.31248 a.u.. Number 3: molar mass 1140.7 g/mol, E_tot -3036.25201 a.u.. Number 4: molar mass 421.4 g/mol, E_tot -1747.89621 a.u..